Entry 1:
145
Properties=species:S:1:pos:R:3:mulliken_charge:R:1 method="wB97M-V/def2-TZVPD" gap_ev=10.865 molar_mass_g_mol=1331.18 charge=0 smiles="CCOC(=O)C(F)(F)F.CCOC(=O)C(F)(F)F.CCOC(=O)C(F)(F)F.CCOC(=O)C(F)(F)F.CCOC(=O)C(F)(F)F.CCOS(C)(=O)=O.CCOS(C)(=O)=O.CCOS(C)(=O)=O.CCOS(C)(=O)=O.CCOS(C)(=O)=O" e_above_lowest_ev=2.532
C 7.19784 5.69174 1.42126 -0.97
C 6.09236 5.19653 2.34587 -0.33
O 6.21024 3.79278 2.79226 -0.30
C 5.84630 2.71844 2.08038 0.46
O 5.57265 2.79860 0.83205 -0.57
C 6.25098 1.35536 2.80974 0.85
F 5.10507 0.79175 3.14780 -0.27
F 6.84233 0.55610 2.00429 -0.23
F 6.96377 1.49529 3.89024 -0.23
H 8.21127 5.46055 1.74931 0.31
H 7.10236 6.77723 1.44769 0.35
H 6.94308 5.30805 0.43334 0.28
H 5.06475 5.23355 1.98428 0.33
H 6.03246 5.74369 3.28668 0.33
C -0.84684 -0.31830 9.66475 -1.01
C -2.20517 0.05333 8.85464 -0.29
O -2.80410 -1.12117 8.26416 -0.25
C -3.89815 -1.77458 8.77587 0.35
O -4.65282 -1.33962 9.63451 -0.53
C -4.15134 -3.15088 8.16003 0.90
F -4.50356 -3.97595 9.06888 -0.26
F -5.12878 -3.01305 7.31309 -0.23
F -3.05415 -3.63746 7.64175 -0.25
H -0.18264 -0.78713 8.93870 0.28
H -0.94250 -0.91591 10.57129 0.31
H -0.36671 0.61782 9.94982 0.37
H -1.81812 0.62034 8.00800 0.24
H -2.94800 0.66743 9.36375 0.37
C -6.55846 4.27600 -6.94116 -1.07
C -5.58640 5.34331 -7.30419 -0.28
O -4.22168 4.92903 -7.12779 -0.24
C -3.23635 5.41301 -7.89687 0.33
O -3.34319 6.38042 -8.74008 -0.57
C -1.91903 4.85912 -7.60738 0.95
F -0.99772 5.71931 -7.80865 -0.22
F -1.90345 4.37928 -6.36570 -0.24
F -1.59774 3.78399 -8.38274 -0.28
H -6.48998 3.35607 -7.52180 0.30
H -7.55228 4.70155 -6.80217 0.35
H -6.13338 4.00601 -5.97446 0.29
H -5.53319 6.29678 -6.77869 0.33
H -5.71920 5.63577 -8.34579 0.35
C -2.97269 -11.78927 5.18877 -1.00
C -4.04165 -10.83877 5.65352 -0.27
O -4.83889 -10.23149 4.67974 -0.31
C -4.61799 -8.96294 4.20254 0.37
O -3.64277 -8.28630 4.46568 -0.50
C -5.65199 -8.34646 3.27530 0.85
F -5.01100 -7.55538 2.43508 -0.23
F -6.26029 -9.24859 2.55448 -0.24
F -6.53964 -7.62371 4.01454 -0.25
H -2.33407 -11.15166 4.57744 0.29
H -3.31979 -12.64622 4.61151 0.29
H -2.46564 -12.09004 6.10559 0.33
H -3.59000 -10.10050 6.31615 0.34
H -4.67063 -11.42239 6.32572 0.33
C 8.08009 -10.15551 3.98369 -1.05
C 8.14289 -8.62177 3.70289 -0.28
O 7.25123 -8.35118 2.61432 -0.23
C 7.20673 -7.09209 2.11377 0.35
O 8.08783 -6.27027 2.17192 -0.52
C 5.87872 -6.78040 1.32374 0.84
F 4.99748 -7.79188 1.58491 -0.24
F 5.47119 -5.65215 1.87864 -0.22
F 6.14372 -6.75050 -0.02544 -0.23
H 8.06892 -10.59419 2.98593 0.29
H 7.13383 -10.20379 4.52254 0.28
H 8.94372 -10.49523 4.55538 0.36
H 9.13652 -8.48146 3.27732 0.28
H 8.00961 -7.92777 4.53277 0.37
C -8.52719 -1.48796 1.22761 -1.04
C -7.25163 -0.62512 0.91139 -0.35
O -7.38476 0.72498 1.35992 -0.22
S -6.86631 1.06957 2.89755 1.14
C -7.68870 2.61061 3.38356 -0.91
O -7.37503 -0.00430 3.80476 -0.62
O -5.40027 1.29849 2.89097 -0.61
H -8.35664 -2.49700 0.85231 0.36
H -9.43533 -1.10128 0.76517 0.31
H -8.85800 -1.53657 2.26506 0.29
H -6.37629 -1.21411 1.18519 0.30
H -7.12580 -0.64154 -0.17120 0.34
H -7.23151 3.50968 2.97033 0.33
H -7.51330 2.64664 4.45875 0.37
H -8.75746 2.51926 3.18990 0.30
C 0.77619 1.23320 -0.45290 -1.18
C -0.22971 0.00746 -0.19256 -0.19
O 0.39608 -1.00661 0.57239 -0.25
S -0.43248 -2.39814 1.04087 1.03
C -0.45214 -2.18068 2.95211 -0.90
O -1.80216 -2.47678 0.41369 -0.58
O 0.48631 -3.57543 0.86863 -0.57
H 1.05999 1.84591 0.40274 0.32
H 0.19126 1.85214 -1.13325 0.35
H 1.66688 1.14994 -1.07565 0.35
H -1.09570 0.41278 0.33075 0.32
H -0.53851 -0.43129 -1.14138 0.30
H -0.75917 -1.16601 3.20562 0.31
H 0.54999 -2.41982 3.30796 0.35
H -1.03694 -2.99388 3.38202 0.36
C 5.04156 -2.44228 -4.15425 -1.27
C 6.18510 -3.21549 -4.69082 -0.05
O 7.04681 -2.33704 -5.40552 -0.29
S 8.32619 -2.86036 -6.22408 1.12
C 7.44125 -3.07822 -7.87985 -0.91
O 9.26271 -1.73376 -6.39986 -0.58
O 8.67545 -4.11430 -5.61847 -0.59
H 5.24677 -1.61825 -3.47090 0.32
H 4.34680 -3.10781 -3.64193 0.38
H 4.46301 -1.96698 -4.94639 0.32
H 6.86641 -3.55943 -3.91260 0.30
H 5.82016 -4.02796 -5.31915 0.28
H 7.24334 -2.06802 -8.23821 0.32
H 6.56363 -3.72115 -7.94715 0.32
H 8.21053 -3.55033 -8.49094 0.34
C -8.66762 4.52276 -1.32647 -1.12
C -7.70844 5.58626 -0.90241 -0.27
O -6.47099 5.00007 -0.94975 -0.19
S -5.22560 6.12198 -1.07735 1.16
C -3.84994 4.86865 -1.38063 -0.86
O -5.54674 6.97888 -2.22816 -0.61
O -4.97229 6.70471 0.24880 -0.62
H -8.46114 3.90094 -2.19756 0.29
H -9.70516 4.84861 -1.40008 0.39
H -8.61463 3.75928 -0.55034 0.17
H -7.87231 6.32857 -1.68357 0.31
H -7.92846 6.20154 -0.02999 0.38
H -4.41939 3.97211 -1.62568 0.30
H -3.36798 4.75520 -0.40958 0.34
H -3.27193 5.25097 -2.22196 0.35
C 4.38634 6.73010 -4.46815 -1.21
C 4.75885 8.00623 -5.18972 -0.09
O 4.75970 7.72696 -6.59184 -0.30
S 4.74199 9.09183 -7.63628 1.08
C 6.60659 9.03082 -8.01701 -0.88
O 4.11422 8.57702 -8.87283 -0.57
O 4.32122 10.36830 -6.99574 -0.57
H 5.26808 6.09653 -4.37206 0.32
H 3.62672 6.23457 -5.07274 0.32
H 3.89187 7.04503 -3.54923 0.35
H 3.94709 8.70105 -4.97438 0.32
H 5.70351 8.25452 -4.70592 0.26
H 6.79731 8.23077 -8.73231 0.32
H 7.17157 9.01014 -7.08509 0.29
H 6.87958 9.91030 -8.60018 0.36


Entry 2:
107
Properties=species:S:1:pos:R:3:mulliken_charge:R:1 method="wB97M-V/def2-TZVPD" gap_ev=8.117 molar_mass_g_mol=594.99 charge=0
C 2.03632 -3.53723 0.18626 -0.90
C 1.53898 -3.28549 -1.20697 0.90
O 2.24340 -2.87888 -2.07704 -0.58
O 0.21884 -3.54834 -1.40515 -0.46
C -0.57467 -2.35721 -1.20115 0.19
C -1.80441 -2.68235 -0.36368 -1.29
C -2.17534 -1.57318 0.58770 0.63
C -2.45406 -0.29668 0.19043 0.86
O -2.42496 -0.03319 -1.15206 -0.46
C -2.01260 1.27775 -1.54452 -0.87
C -0.48495 1.48627 -1.46835 2.88
C 0.04678 1.77819 -2.87096 -1.82
C -0.20734 2.69215 -0.56238 -1.32
C 1.26787 2.96341 -0.19373 1.02
C 1.28968 3.45314 1.26324 -2.02
C 2.18320 1.73510 -0.27030 -1.56
C -2.83647 0.68521 1.15407 -0.72
C -2.92019 0.41053 2.47842 -1.00
C -2.64320 -0.90020 2.93812 0.39
N -2.69543 -1.36552 4.18248 -0.75
S -2.29557 -2.92073 4.10170 0.14
N -2.05103 -3.06654 2.53043 -0.60
C -2.27383 -1.86903 1.97693 0.82
H 1.41833 -4.32221 0.61285 0.38
H 1.89070 -2.62247 0.75251 0.31
H 3.07803 -3.82139 0.17454 0.12
H -0.86062 -1.94715 -2.16351 0.11
H 0.02383 -1.62314 -0.67080 0.06
H -2.65515 -2.93534 -0.99156 0.29
H -1.56208 -3.56035 0.22051 0.47
H -2.53509 2.06902 -1.01583 0.12
H -2.29870 1.37305 -2.58602 0.09
H -0.04175 0.58757 -1.07374 -0.96
H 1.05219 2.17527 -2.84953 0.45
H -0.60323 2.49197 -3.36997 0.37
H 0.01070 0.87366 -3.47369 0.36
H -0.58679 3.56670 -1.09026 0.26
H -0.77590 2.58902 0.35901 0.20
H 1.68769 3.77393 -0.78369 0.38
H 0.83518 2.67341 1.87414 0.37
H 2.29797 3.63241 1.62040 0.54
H 0.67359 4.33976 1.39520 0.43
H 1.67989 0.89710 0.20539 0.27
H 3.09864 1.90320 0.28463 0.52
H 2.42299 1.49036 -1.29839 0.31
H -3.07309 1.68422 0.82718 0.42
H -3.22293 1.17820 3.17170 0.52
C -1.11959 4.11719 4.80905 -1.03
C -0.18305 5.32283 4.82265 -0.50
C 1.27820 4.95309 5.07012 -0.22
C 1.56216 4.29354 6.42030 -0.82
C 1.14546 5.11552 7.63875 -0.42
C 1.87748 6.44988 7.75130 -1.18
H -1.12907 3.60140 5.77022 0.30
H -2.14360 4.42712 4.59387 0.41
H -0.81763 3.39974 4.04223 0.12
H -0.52383 6.04394 5.57048 0.34
H -0.25113 5.83107 3.85688 0.38
H 1.89271 5.85206 4.96766 0.36
H 1.60759 4.27344 4.27734 0.00
H 2.63440 4.08339 6.48376 0.40
H 1.06413 3.32074 6.46355 0.34
H 1.34732 4.52654 8.53717 0.37
H 0.06606 5.28949 7.62613 0.23
H 2.95724 6.29725 7.80518 0.29
H 1.56964 6.98345 8.65157 0.38
H 1.66869 7.09846 6.89927 0.28
C 4.48724 -6.81697 -2.42440 -1.27
C 4.34869 -6.79638 -0.90479 -0.30
C 5.44668 -5.99582 -0.20728 -0.57
C 6.86585 -6.52989 -0.40358 -0.88
C 7.07629 -7.97588 0.04200 -0.39
C 6.83366 -8.19450 1.53279 -1.18
H 5.41487 -7.29810 -2.73818 0.33
H 3.66274 -7.36801 -2.87865 0.39
H 4.47517 -5.80311 -2.82921 0.28
H 4.32352 -7.82127 -0.52470 0.31
H 3.38204 -6.35351 -0.64797 0.27
H 5.22238 -5.94714 0.86285 0.36
H 5.41355 -4.96214 -0.56765 0.37
H 7.55777 -5.88456 0.14669 0.39
H 7.14694 -6.44010 -1.45645 0.34
H 8.10465 -8.26256 -0.19289 0.37
H 6.43464 -8.64645 -0.53591 0.24
H 7.49302 -7.56198 2.13059 0.29
H 7.02718 -9.23258 1.80653 0.38
H 5.80317 -7.96947 1.81153 0.27
C -7.58744 0.92328 -6.76984 -1.19
C -6.68682 2.15521 -6.79118 -0.37
C -5.20231 1.82581 -6.64437 -0.79
C -4.82014 1.14658 -5.32854 -0.61
C -5.18957 1.92817 -4.06920 -0.24
C -4.49217 3.28198 -3.96875 -1.15
H -7.51991 0.38977 -5.82065 0.28
H -8.63113 1.20650 -6.91241 0.38
H -7.31641 0.22993 -7.56844 0.29
H -6.99949 2.85062 -6.00744 0.22
H -6.83131 2.68070 -7.73863 0.38
H -4.62236 2.74556 -6.76283 0.31
H -4.90029 1.17417 -7.47009 0.38
H -3.73948 0.96925 -5.33170 0.30
H -5.28434 0.15788 -5.27890 0.39
H -4.91626 1.32510 -3.19822 0.09
H -6.27222 2.06859 -4.01307 0.42
H -3.40633 3.15874 -3.98332 0.13
H -4.76174 3.78264 -3.03718 0.37
H -4.76894 3.94582 -4.78862 0.43